[1]
{"formula": "C30H43F5OP2Tl", "method": "ωB97M-V/def2-TZVPD", "elements": ["Tl", "C", "C", "C", "C", "C", "C", "H", "H", "H", "C", "H", "H", "H", "C", "H", "H", "H", "C", "H", "H", "H", "C", "H", "H", "H", "C", "C", "C", "C", "C", "C", "C", "C", "H", "H", "H", "H", "H", "H", "H", "H", "H", "H", "H", "H", "P", "P", "C", "C", "H", "H", "H", "H", "C", "H", "H", "H", "C", "H", "H", "H", "C", "H", "H", "H", "C", "H", "H", "H", "F", "C", "C", "F", "C", "F", "C", "O", "C", "F", "C", "F"], "positions_angstrom": [[-1.133, -2.318, 0.706], [-4.287, -0.988, -1.541], [-3.548, -0.554, -2.674], [-2.839, -2.665, -2.133], [-3.864, -2.301, -1.216], [-2.650, -1.590, -3.035], [-5.329, -0.219, -0.852], [-5.149, 0.855, -0.961], [-5.303, -0.455, 0.211], [-6.350, -0.402, -1.218], [-4.375, -3.188, -0.164], [-5.043, -2.659, 0.520], [-3.587, -3.625, 0.463], [-4.923, -4.034, -0.593], [-2.144, -3.963, -2.150], [-2.767, -4.722, -2.645], [-1.907, -4.341, -1.145], [-1.193, -3.908, -2.692], [-1.701, -1.574, -4.170], [-2.129, -1.971, -5.109], [-0.810, -2.172, -3.934], [-1.363, -0.547, -4.376], [-3.691, 0.742, -3.364], [-4.325, 0.708, -4.264], [-2.703, 1.112, -3.667], [-4.125, 1.486, -2.686], [-1.261, 0.780, 1.246], [-2.201, 1.431, 0.543], [-2.001, 2.523, -0.452], [-0.671, 2.474, -1.249], [-0.314, 1.117, -1.783], [0.429, 0.188, -1.168], [1.061, 0.322, 0.188], [0.214, 1.035, 1.278], [-2.079, 3.500, 0.064], [0.139, 2.897, -0.626], [-2.857, 2.513, -1.151], [0.431, 2.114, 1.272], [-1.628, 0.061, 1.999], [-3.250, 1.225, 0.793], [0.576, 0.681, 2.261], [1.382, -0.671, 0.559], [0.764, -0.692, -1.744], [2.011, 0.883, 0.089], [-0.787, 3.142, -2.122], [-0.666, 0.910, -2.806], [5.066, 1.271, 0.931], [7.140, -0.099, -0.892], [6.828, 1.893, 1.079], [7.826, 0.851, 0.569], [7.012, 2.120, 2.138], [6.909, 2.829, 0.507], [8.768, 1.321, 0.253], [8.053, 0.113, 1.353], [8.505, -1.323, -1.047], [8.387, -1.864, -1.992], [8.438, -2.045, -0.225], [9.482, -0.828, -1.025], [7.709, 1.053, -2.224], [8.769, 1.307, -2.090], [7.103, 1.966, -2.217], [7.572, 0.553, -3.191], [4.673, 1.149, 2.729], [3.600, 0.956, 2.849], [4.946, 2.076, 3.251], [5.227, 0.307, 3.163], [4.240, 2.879, 0.571], [4.484, 3.190, -0.451], [4.570, 3.652, 1.277], [3.152, 2.755, 0.641], [-6.468, -0.486, 6.441], [-5.769, -0.620, 5.305], [-6.410, -1.048, 4.132], [-7.734, -1.301, 4.138], [-5.686, -1.204, 2.975], [-6.354, -1.556, 1.839], [-4.274, -0.984, 2.918], [-3.581, -1.147, 1.866], [-3.678, -0.505, 4.132], [-2.355, -0.216, 4.127], [-4.405, -0.320, 5.282], [-3.797, 0.166, 6.387]], "atomic_forces_ev_per_a": [[-0.6, 0.8, 0.4], [-0.1, 4.1, -3.0], [-1.2, 0.0, 1.2], [-2.0, -0.9, 3.5], [3.8, -4.5, -1.1], [-0.5, 1.4, -0.9], [0.3, 0.4, 0.4], [-0.1, -0.1, -0.1], [-0.1, -0.1, 0.0], [0.2, -0.2, -0.1], [-0.8, 0.2, 0.5], [0.2, -0.2, -0.2], [0.0, 0.0, -0.2], [0.1, 0.0, -0.1], [0.4, -0.7, -0.3], [0.2, 0.0, 0.2], [-0.2, 0.0, -0.2], [-0.2, -0.1, 0.0], [0.5, 0.3, 0.3], [-0.1, 0.1, 0.4], [-0.3, 0.0, -0.1], [-0.3, -0.3, -0.1], [0.0, 0.8, -0.3], [0.2, -0.1, 0.3], [-0.3, 0.1, 0.0], [0.1, -0.1, -0.3], [-0.7, -0.2, 0.3], [0.0, -0.3, 0.7], [0.0, 0.3, -0.3], [-0.2, 0.6, 0.0], [0.1, -0.5, -0.2], [0.3, 0.0, -0.5], [0.3, 0.2, 0.4], [0.6, 0.2, 0.3], [0.1, -0.3, -0.2], [-0.3, -0.3, -0.4], [0.4, 0.0, 0.2], [-0.2, -0.4, -0.1], [0.0, 0.5, -0.4], [0.4, -0.2, -0.1], [0.0, 0.2, -0.4], [-0.2, 0.3, -0.2], [-0.4, 0.3, 0.2], [-0.3, -0.3, 0.0], [0.1, -0.1, 0.4], [0.2, 0.0, 0.5], [-0.3, 0.3, 0.4], [0.7, 0.0, -0.2], [-0.2, -0.1, 0.0], [-0.1, -0.3, -0.3], [0.0, 0.2, -0.3], [0.0, -0.3, 0.1], [-0.1, -0.2, 0.2], [0.0, 0.2, -0.2], [0.0, 0.0, 0.0], [0.1, 0.0, 0.2], [0.1, 0.1, -0.1], [-0.1, -0.2, 0.0], [-0.1, -0.1, 0.0], [-0.2, 0.0, -0.1], [0.1, -0.1, -0.1], [0.0, 0.2, 0.1], [0.0, 0.0, 0.0], [0.2, 0.0, 0.1], [-0.1, -0.2, 0.0], [-0.1, 0.2, 0.0], [0.0, 0.1, 0.1], [-0.1, 0.0, 0.2], [-0.2, 0.0, -0.2], [0.2, 0.1, 0.0], [0.2, 0.0, -0.3], [-0.3, 0.0, -0.1], [-0.2, 0.1, 0.7], [0.7, 0.2, 0.1], [0.5, 0.1, -0.1], [0.3, 0.0, 0.4], [-0.4, 0.4, 1.0], [0.8, -0.8, -1.3], [-0.3, -0.2, -0.5], [-0.4, -0.2, 0.0], [0.0, 0.2, 0.5], [-0.4, -0.4, -0.6]], "fmax_ev_per_a": 5.98, "homo_energy_ev": [-9.283, -9.283], "gap_ev": [2.5, 2.5], "charge": 1}

[2]
{"formula": "C30H43N7O10", "method": "ωB97M-V/def2-TZVPD", "elements": ["C", "O", "N", "C", "C", "H", "H", "H", "H", "H", "H", "H", "C", "O", "N", "C", "C", "H", "H", "H", "H", "H", "H", "H", "C", "O", "N", "C", "C", "H", "H", "H", "H", "H", "H", "H", "C", "O", "N", "C", "C", "H", "H", "H", "H", "H", "H", "H", "C", "C", "C", "C", "C", "C", "N", "O", "O", "H", "H", "H", "H", "H", "C", "C", "C", "C", "C", "C", "N", "O", "O", "H", "H", "H", "H", "H", "C", "C", "C", "C", "C", "C", "N", "O", "O", "H", "H", "H", "H", "H"], "positions_angstrom": [[6.097, -4.105, -2.246], [5.788, -3.051, -2.777], [7.349, -4.632, -2.410], [7.900, -5.589, -1.482], [8.176, -4.484, -3.654], [5.469, -4.445, -1.409], [8.752, -5.102, -1.007], [8.233, -6.549, -1.877], [7.182, -5.798, -0.689], [9.022, -3.820, -3.481], [8.531, -5.470, -3.955], [7.480, -4.002, -4.341], [-2.208, 1.185, 8.411], [-2.309, 0.011, 8.088], [-3.276, 2.017, 8.411], [-3.092, 3.430, 8.830], [-4.645, 1.600, 8.037], [-1.238, 1.659, 8.630], [-3.346, 4.101, 8.009], [-2.035, 3.569, 9.060], [-3.654, 3.773, 9.699], [-5.265, 2.019, 8.829], [-4.988, 2.020, 7.091], [-4.705, 0.526, 7.864], [-9.035, -0.187, -3.282], [-10.035, -0.297, -4.018], [-7.829, 0.122, -3.771], [-7.561, 0.266, -5.160], [-6.639, -0.184, -2.938], [-9.024, -0.485, -2.222], [-7.492, -0.711, -5.637], [-6.562, 0.676, -5.312], [-8.248, 0.924, -5.691], [-6.821, -0.448, -1.897], [-6.064, -1.024, -3.327], [-5.909, 0.625, -2.961], [0.244, -1.566, 2.211], [1.320, -2.087, 1.932], [-0.515, -0.856, 1.320], [-1.653, -0.046, 1.771], [-0.328, -0.807, -0.175], [-0.223, -1.637, 3.206], [-1.433, 0.991, 1.519], [-1.799, -0.179, 2.844], [-2.568, -0.252, 1.216], [-1.326, -0.877, -0.606], [-0.011, 0.177, -0.519], [0.370, -1.604, -0.434], [-7.693, -4.044, 3.148], [-6.321, -4.051, 2.797], [-5.918, -4.418, 1.541], [-6.808, -4.834, 0.548], [-8.183, -4.905, 0.912], [-8.619, -4.482, 2.145], [-6.408, -5.275, -0.769], [-5.245, -5.030, -1.101], [-7.214, -5.953, -1.438], [-8.117, -3.712, 4.084], [-5.591, -3.702, 3.512], [-4.899, -4.230, 1.236], [-8.971, -5.229, 0.248], [-9.660, -4.490, 2.431], [4.203, 3.346, -7.455], [3.476, 4.166, -8.342], [2.378, 4.866, -7.854], [2.049, 4.991, -6.503], [2.758, 4.125, -5.613], [3.847, 3.348, -6.128], [1.051, 6.007, -6.051], [0.573, 6.697, -6.910], [0.819, 6.122, -4.846], [4.937, 2.642, -7.818], [3.656, 4.235, -9.405], [1.781, 5.361, -8.605], [2.565, 4.146, -4.550], [4.383, 2.652, -5.500], [6.782, 2.272, 1.345], [7.716, 1.478, 1.955], [8.575, 2.008, 2.878], [8.506, 3.373, 3.206], [7.500, 4.173, 2.584], [6.660, 3.639, 1.636], [9.427, 3.953, 4.190], [9.210, 5.111, 4.550], [10.337, 3.286, 4.643], [6.057, 1.738, 0.748], [7.687, 0.416, 1.761], [9.333, 1.412, 3.365], [7.417, 5.249, 2.644], [5.885, 4.149, 1.084]], "atomic_forces_ev_per_a": [[1.3, 2.2, 0.4], [-0.6, -0.5, -0.8], [0.4, -1.7, -0.8], [-0.2, 0.4, 1.0], [-1.6, 0.8, 1.3], [0.3, -0.8, -0.1], [0.2, -0.2, 0.2], [-0.1, 0.1, -0.5], [-0.1, 0.0, 0.0], [0.0, 0.0, 0.0], [-0.2, 0.1, -0.2], [0.4, -0.2, -0.5], [-1.0, -1.0, -1.0], [0.5, 0.3, 0.2], [-0.2, 1.5, 0.4], [0.3, -0.6, -0.7], [0.9, 0.4, 0.2], [-0.2, 0.1, 0.3], [0.0, 0.0, -0.1], [0.0, 0.0, 0.0], [-0.3, -0.6, 0.1], [-0.5, -0.6, -0.1], [0.3, 0.5, -0.1], [0.1, 0.0, 0.7], [-2.0, -1.2, -2.2], [1.4, 0.5, 1.7], [1.7, -0.1, 2.2], [0.6, 0.0, -1.1], [0.4, 0.1, -0.5], [-0.2, 0.4, 0.0], [-0.5, -0.1, -0.2], [0.0, 0.3, 0.3], [-0.2, -0.3, 0.3], [-0.6, 0.3, -0.1], [-0.3, -0.3, -0.4], [-0.3, 0.4, 0.1], [0.9, -0.1, -1.5], [-1.1, 0.3, 0.4], [-0.9, 0.4, -0.7], [0.8, -0.1, -0.3], [-0.1, 0.0, 1.8], [0.1, 0.1, 0.0], [0.0, 0.3, 0.4], [-0.1, 0.1, -0.1], [-0.1, -0.5, 0.1], [0.0, -0.7, -0.1], [0.6, 0.0, 0.3], [-0.2, 0.2, -0.3], [0.0, -0.8, -2.3], [-1.7, 0.5, 1.3], [0.6, 0.2, -2.0], [-2.3, 0.0, 2.1], [0.4, 0.1, -0.7], [1.4, 0.6, 1.9], [0.6, -1.3, -1.2], [-1.4, -0.1, 0.1], [1.4, 1.5, 1.1], [0.5, 0.0, 0.2], [0.1, 0.0, 0.0], [0.2, -0.4, 0.1], [0.4, -0.2, -0.5], [-0.1, -0.1, -0.3], [-0.8, 0.7, -1.0], [-0.4, -0.6, 1.1], [-0.2, 1.0, -0.6], [1.6, -2.0, 0.7], [0.6, 1.0, -1.1], [-1.4, 0.2, 0.8], [0.5, -0.7, 1.1], [-0.4, 0.3, -0.4], [0.4, -0.5, -1.1], [0.3, 0.2, 0.0], [0.2, -0.3, 0.0], [-0.1, 0.4, 0.2], [-0.1, 0.0, 0.0], [-0.1, 0.2, 0.4], [-0.8, 0.1, 0.2], [-0.3, -0.4, 0.0], [1.2, 1.3, 1.1], [-1.5, -0.3, -1.3], [1.0, 0.5, -0.2], [0.1, -2.0, -0.4], [-0.1, 1.2, 0.8], [-0.1, -0.9, -0.6], [-0.3, -0.3, -0.5], [-0.1, 0.4, -0.5], [0.3, -0.1, 0.0], [0.0, -0.1, 0.1], [0.4, 0.0, 0.9], [0.2, 0.6, 0.3]], "fmax_ev_per_a": 3.24, "smiles": "O=[N+]([O-])c1ccccc1.O=[N+]([O-])c1ccccc1.O=[N+]([O-])c1ccccc1.CN(C)C=O.CN(C)C=O.CN(C)C=O.CN(C)C=O", "homo_energy_ev": -9.344, "gap_ev": 8.4, "charge": 0, "relative_energy_kcal_mol": 0.0}

[3]
{"formula": "C30H44BCl5LaN2P2", "method": "ωB97M-V/def2-TZVPD", "elements": ["La", "C", "C", "C", "C", "P", "C", "N", "B", "N", "C", "P", "C", "C", "C", "C", "C", "C", "C", "C", "C", "C", "C", "C", "C", "C", "C", "C", "C", "C", "H", "H", "H", "H", "H", "H", "H", "H", "H", "H", "H", "H", "H", "H", "H", "H", "H", "H", "H", "H", "H", "H", "H", "H", "H", "H", "H", "H", "H", "H", "H", "H", "H", "H", "H", "H", "H", "H", "H", "H", "H", "H", "H", "H", "Cl", "C", "C", "C", "Cl", "C", "Cl", "C", "Cl", "C", "Cl"], "positions_angstrom": [[-0.195, -0.617, 1.090], [5.329, 0.438, -0.838], [4.131, -0.466, -0.533], [3.449, -0.848, -1.852], [4.632, -1.754, 0.132], [2.809, 0.308, 0.509], [2.524, 1.938, -0.341], [1.151, 2.111, -0.757], [-0.043, 1.436, -0.275], [-1.108, 2.055, -1.048], [-2.529, 1.807, -1.026], [-2.983, 0.352, 0.027], [-3.686, 1.101, 1.571], [-5.008, 1.852, 1.404], [-2.607, 2.075, 2.070], [-3.859, 0.018, 2.644], [-4.213, -0.546, -1.019], [-3.389, -1.240, -2.114], [-4.912, -1.627, -0.186], [-5.268, 0.350, -1.678], [-0.573, 3.009, -1.922], [-1.198, 3.826, -2.848], [-0.403, 4.686, -3.601], [0.976, 4.727, -3.419], [1.602, 3.912, -2.480], [0.813, 3.047, -1.741], [3.398, 0.765, 2.204], [2.264, 1.589, 2.817], [4.700, 1.566, 2.271], [3.529, -0.509, 3.052], [6.039, -0.145, -1.433], [5.853, 0.777, 0.053], [5.069, 1.311, -1.435], [4.211, -1.240, -2.532], [2.966, -0.001, -2.347], [2.702, -1.624, -1.703], [5.200, -2.329, -0.604], [3.815, -2.389, 0.485], [5.300, -1.553, 0.970], [3.169, 1.973, -1.218], [2.858, 2.754, 0.308], [-2.882, 1.601, -2.038], [-3.087, 2.688, -0.688], [-4.989, 2.571, 0.583], [-5.229, 2.405, 2.321], [-5.836, 1.164, 1.234], [-2.369, 2.871, 1.366], [-1.660, 1.569, 2.309], [-2.940, 2.529, 3.007], [-4.631, -0.707, 2.399], [-4.135, 0.489, 3.591], [-2.934, -0.545, 2.826], [-2.676, -1.954, -1.698], [-2.834, -0.533, -2.736], [-4.071, -1.790, -2.768], [-4.206, -2.242, 0.378], [-5.460, -2.293, -0.858], [-5.636, -1.203, 0.511], [-4.837, 1.141, -2.292], [-5.943, 0.806, -0.957], [-5.873, -0.273, -2.344], [-2.272, 3.807, -2.983], [-0.867, 5.334, -4.332], [1.570, 5.408, -4.013], [2.674, 3.964, -2.334], [2.089, 2.544, 2.322], [2.481, 1.777, 3.871], [1.316, 1.034, 2.807], [4.718, 2.399, 1.566], [5.568, 0.936, 2.077], [4.821, 1.980, 3.276], [2.597, -1.087, 3.083], [3.771, -0.235, 4.083], [4.309, -1.179, 2.699], [0.140, -2.131, -1.902], [0.144, -3.427, -0.688], [0.001, -2.978, 0.589], [-0.042, -3.905, 1.589], [-0.260, -3.279, 3.255], [0.082, -5.268, 1.355], [0.044, -6.393, 2.644], [0.228, -5.692, 0.024], [0.374, -7.360, -0.323], [0.251, -4.765, -1.028], [0.414, -5.258, -2.664]], "atomic_forces_ev_per_a": [[-0.2, -0.6, 1.9], [0.1, -0.1, 0.0], [0.2, -0.1, 0.0], [0.0, 0.1, -0.1], [0.1, 0.0, 0.0], [-0.7, 0.1, -0.3], [0.1, 0.0, -0.1], [-0.1, 0.0, 0.0], [0.2, 1.3, -1.6], [0.2, 0.1, 0.1], [-0.1, 0.0, -0.1], [0.7, 0.1, -0.1], [-0.1, 0.1, 0.2], [-0.1, 0.0, 0.0], [0.0, 0.0, 0.2], [0.0, 0.0, 0.0], [-0.2, -0.2, -0.1], [0.0, 0.0, 0.0], [0.0, 0.0, 0.0], [-0.1, -0.1, 0.0], [-0.3, -0.1, 0.2], [0.0, 0.1, -0.1], [0.0, 0.0, 0.1], [0.0, 0.0, 0.0], [0.0, 0.1, -0.1], [0.2, -0.1, 0.2], [0.2, -0.1, 0.2], [-0.1, 0.1, 0.1], [0.1, 0.0, 0.1], [0.0, 0.0, 0.1], [0.0, 0.0, 0.0], [0.0, 0.0, 0.0], [-0.1, 0.0, 0.0], [0.0, 0.0, 0.0], [0.0, 0.0, 0.0], [0.0, 0.0, 0.0], [0.0, 0.0, 0.0], [0.0, 0.0, 0.0], [0.0, 0.0, -0.1], [0.0, 0.0, -0.1], [0.0, 0.0, 0.0], [0.0, 0.0, 0.0], [0.0, 0.0, 0.0], [0.1, 0.0, 0.0], [0.0, 0.0, 0.0], [0.0, 0.0, 0.0], [0.0, 0.0, 0.0], [0.0, 0.0, 0.0], [0.0, 0.0, 0.0], [0.0, 0.0, 0.0], [0.0, 0.0, 0.0], [0.0, 0.0, 0.0], [0.0, 0.0, 0.0], [0.0, 0.0, 0.0], [0.0, 0.0, 0.0], [0.0, 0.0, 0.0], [0.0, 0.0, 0.0], [0.0, 0.0, 0.0], [0.0, 0.0, 0.0], [0.0, 0.0, 0.0], [0.0, 0.0, 0.0], [0.0, 0.0, 0.0], [0.0, 0.0, 0.0], [0.0, 0.0, 0.0], [0.0, 0.0, 0.0], [0.0, 0.0, 0.0], [0.0, 0.1, 0.0], [-0.1, 0.0, 0.0], [0.0, 0.0, 0.0], [-0.1, 0.0, 0.0], [0.0, 0.0, 0.0], [0.0, 0.0, 0.0], [0.0, 0.0, 0.0], [0.0, 0.1, 0.0], [0.0, -0.3, 0.0], [0.0, 0.1, -0.5], [0.0, -0.3, 0.0], [0.1, -0.2, 0.4], [0.1, -0.2, -0.4], [-0.1, 0.0, 0.0], [0.0, -0.1, 0.0], [0.0, 0.0, 0.0], [0.0, -0.1, 0.0], [0.1, 0.0, 0.0], [0.0, 0.0, 0.1]], "fmax_ev_per_a": 2.02, "homo_energy_ev": -10.207, "gap_ev": 7.4, "charge": 1, "relative_energy_kcal_mol": 4.1}